[1]
A 2-piece molecular cluster, C2H4N2O overall in a non-equilibrium geometry, computed with ωB97M-V/def2-TZVPD.

Structure (XYZ):
```
9
Properties=species:S:1:pos:R:3:forces:R:3:nbo_charge:R:1
C 1.652 0.372 0.231 3.40 3.75 6.64 -0.318
C 0.883 -0.434 -0.509 -4.48 -5.31 -6.16 -0.329
N -2.402 -0.003 0.262 2.40 -1.02 2.32 0.458
N -1.643 -0.415 0.936 1.88 -1.69 2.22 -0.138
O -3.140 0.521 -0.390 -4.72 2.82 -4.27 -0.317
H 1.285 0.351 1.292 1.19 0.86 -0.82 0.159
H 2.226 1.133 -0.203 0.65 1.17 -0.02 0.163
H 0.991 -0.494 -1.595 -0.17 -0.18 0.38 0.155
H 0.148 -1.031 -0.022 -0.16 -0.40 -0.29 0.168
```
Positions in Å, forces in eV/Å.

- Energy relative to the best compared isomer or geometry (same formula, charge and spin): 73.3 kcal per mole
- Spin multiplicity: 3



[2]
C30H75Br9N9O12P3 as an isolated structure in a non-equilibrium geometry, computed with ωB97M-V/def2-TZVPD.

Structure (XYZ):
```
138
Properties=species:S:1:pos:R:3:forces:R:3:lowdin_charge:R:1
C -12.021 14.014 17.322 -0.98 0.89 0.73 -1.478
Br -10.736 13.323 18.614 -0.82 -0.39 -0.41 0.554
Br -11.397 15.839 16.991 -0.25 -0.34 -0.19 0.582
Br -13.966 14.111 17.900 1.71 -0.43 -0.01 0.555
H -12.110 13.425 16.410 0.59 0.16 0.25 -0.022
C -16.935 11.132 10.265 0.10 0.60 1.56 -1.491
Br -17.331 9.262 10.120 0.26 0.31 -0.09 0.588
Br -14.980 11.525 10.557 -1.57 -0.41 -0.65 0.561
Br -17.936 11.908 11.843 0.58 -0.45 -0.94 0.510
H -17.379 11.659 9.420 0.63 -0.10 0.08 -0.041
C -21.385 18.323 13.140 -1.26 1.32 -0.94 -1.460
Br -21.720 16.824 11.879 0.37 1.10 0.97 0.532
Br -23.009 19.576 13.254 0.47 -1.52 0.29 0.447
Br -20.098 19.651 12.543 0.61 -0.97 0.03 0.537
H -21.146 17.941 14.132 -0.11 0.10 -0.33 -0.025
O -13.734 22.021 14.790 0.80 0.84 0.58 -0.290
P -12.423 22.472 15.349 1.79 -0.50 -2.01 0.637
N -12.423 23.978 16.078 0.05 1.20 0.38 -0.281
C -11.361 24.764 16.712 0.21 -0.27 1.36 -0.141
C -13.705 24.730 16.201 0.10 -1.01 -1.43 -0.082
N -11.200 22.563 14.024 -2.12 1.89 6.23 -0.340
C -11.378 21.930 12.817 0.87 -1.25 -0.70 -0.157
C -9.845 22.988 14.358 -0.92 0.24 -0.52 -0.110
N -11.759 21.410 16.486 0.96 -0.88 0.53 -0.286
C -11.077 20.150 16.107 0.26 1.06 -0.90 -0.110
C -12.450 21.118 17.752 -0.41 1.63 -0.09 -0.094
H -11.800 25.357 17.514 -0.43 0.04 -0.04 0.072
H -10.827 25.518 16.134 -0.04 -0.34 -0.73 0.082
H -10.648 24.202 17.316 0.26 -0.59 -0.59 0.078
H -14.112 24.897 15.204 -0.63 -0.84 -0.10 0.059
H -13.607 25.786 16.453 0.55 -0.40 1.01 0.082
H -14.291 24.083 16.853 -0.84 0.91 -0.07 0.084
H -12.387 21.526 12.736 0.05 0.38 -0.50 0.082
H -11.001 22.637 12.078 -0.61 -0.30 -0.90 0.088
H -10.663 21.110 12.881 0.07 -0.84 -1.04 0.069
H -9.538 23.620 13.525 0.55 -0.04 -0.10 0.084
H -9.805 23.622 15.244 -0.12 -0.32 -0.03 0.050
H -9.173 22.138 14.477 0.29 -0.10 -0.04 0.075
H -10.368 19.857 16.881 -0.06 0.14 0.15 0.085
H -11.748 19.309 15.934 -0.26 0.02 -0.04 0.064
H -10.496 20.344 15.205 -0.03 -0.21 -0.17 0.056
H -11.858 20.506 18.433 -0.03 -0.50 -0.55 0.087
H -13.442 20.735 17.514 0.10 -0.32 0.52 0.055
H -12.548 22.030 18.342 -0.40 0.31 -0.18 0.079
O -17.246 23.921 9.350 0.16 0.69 1.73 -0.300
P -17.250 24.293 10.800 -1.02 -1.86 2.46 0.651
N -16.718 22.966 11.818 0.91 -0.59 -2.08 -0.299
C -16.685 21.556 11.306 -0.13 1.22 -0.25 -0.096
C -16.493 23.068 13.246 -1.45 0.15 0.22 -0.118
N -18.790 24.677 11.597 1.73 -0.25 -0.84 -0.300
C -19.710 23.599 11.970 1.00 -0.73 -0.05 -0.133
C -19.394 26.002 11.473 0.18 -0.56 0.15 -0.123
N -16.249 25.559 11.261 -3.03 0.69 2.61 -0.312
C -15.061 25.765 10.629 2.55 -0.60 -3.28 -0.185
C -16.313 26.347 12.526 -1.04 -0.88 0.03 -0.101
H -15.881 21.415 10.583 -0.26 0.08 -0.38 0.076
H -17.669 21.351 10.886 0.18 -0.44 -0.38 0.057
H -16.471 20.818 12.079 -0.21 0.42 0.37 0.046
H -16.229 22.111 13.697 0.16 0.01 -0.34 0.062
H -17.507 23.280 13.583 0.14 0.49 1.27 0.067
H -15.757 23.779 13.621 -0.03 0.22 -0.39 0.058
H -19.117 22.690 12.074 0.04 -0.22 -0.73 0.031
H -20.134 23.564 12.973 -0.12 1.25 0.31 0.082
H -20.528 23.454 11.264 0.06 -0.02 -0.21 0.084
H -18.949 26.633 10.704 0.16 -0.22 -0.08 0.079
H -20.442 25.841 11.219 -0.13 0.41 0.11 0.076
H -19.268 26.508 12.430 -0.45 0.32 0.03 0.068
H -15.170 25.568 9.563 -0.19 0.17 -0.34 0.079
H -14.697 26.791 10.677 0.15 -0.09 0.43 0.094
H -14.329 24.995 10.871 0.73 0.34 0.68 0.089
H -17.076 25.930 13.184 -0.59 0.41 -0.37 0.064
H -16.450 27.401 12.283 -0.37 0.02 0.08 0.084
H -15.473 26.313 13.219 0.89 -0.47 -0.69 0.068
O -14.940 16.471 16.224 0.34 -0.05 -0.09 -0.379
P -15.489 16.272 14.871 -0.13 0.88 -1.27 0.617
N -17.203 15.929 14.861 2.36 1.52 -0.30 -0.315
C -18.201 16.952 15.070 0.42 0.98 -0.54 -0.115
C -17.691 14.612 14.939 0.95 -1.37 1.33 -0.150
N -14.644 15.082 13.920 -2.93 0.56 1.56 -0.295
C -15.299 14.692 12.660 1.26 0.10 0.62 -0.123
C -13.200 15.157 13.967 -0.72 -0.05 0.47 -0.126
N -15.310 17.711 13.969 -1.95 -1.01 -0.91 -0.274
C -14.410 18.826 14.244 -1.06 -0.22 -0.04 -0.115
C -16.105 17.864 12.676 0.64 0.13 1.39 -0.082
H -18.753 17.041 14.135 -0.68 0.12 0.12 0.059
H -17.805 17.948 15.270 0.57 -0.04 -0.25 0.077
H -18.842 16.806 15.939 -0.15 -0.68 -0.08 0.087
H -18.372 14.507 15.784 -0.81 0.15 -0.41 0.089
H -16.875 14.027 15.364 0.25 -0.67 -0.65 0.082
H -18.038 14.187 13.997 -0.33 -0.10 0.07 0.050
H -16.364 14.914 12.715 0.19 -0.26 -0.21 0.046
H -14.817 15.230 11.843 -0.28 0.05 -0.40 0.081
H -15.096 13.627 12.538 -0.40 -0.03 -0.27 0.021
H -12.844 16.103 13.558 0.26 -0.05 -0.12 0.074
H -12.927 15.075 15.019 0.20 0.16 -0.23 -0.010
H -12.776 14.309 13.429 0.01 0.10 -0.15 0.091
H -13.826 18.961 13.334 0.64 0.21 0.30 0.082
H -14.982 19.741 14.404 -0.04 0.22 -0.21 0.040
H -13.860 18.691 15.175 0.28 -0.37 -0.32 0.067
H -16.801 18.700 12.748 0.06 0.28 0.17 0.043
H -16.742 17.008 12.454 0.38 -0.14 0.18 0.061
H -15.438 18.056 11.836 0.12 -0.11 -0.05 0.082
C -16.039 20.141 17.248 0.89 -0.18 -0.33 -0.020
O -16.163 21.494 17.776 -0.66 -0.25 -0.02 0.006
C -17.265 22.146 17.410 -2.80 -0.58 -1.11 -0.531
O -18.163 21.718 16.661 2.49 0.95 1.72 0.077
O -17.340 23.346 18.058 2.14 -1.78 -0.08 -0.008
C -18.491 24.085 17.956 -2.84 0.09 -0.23 -0.098
H -15.140 19.707 17.684 0.08 0.45 0.04 0.080
H -15.886 20.201 16.170 -0.25 -0.04 0.12 0.074
H -16.795 19.399 17.504 -0.67 0.78 0.05 0.100
H -18.445 24.867 17.199 0.27 0.18 0.32 0.101
H -18.865 24.395 18.932 1.00 0.75 0.22 0.097
H -19.366 23.483 17.712 0.25 -0.49 -0.74 0.089
C -9.654 13.315 11.678 -0.34 0.45 -1.95 -0.077
O -9.315 14.095 12.798 -0.33 0.82 2.41 -0.018
C -9.971 15.309 13.016 1.25 -0.74 -0.83 -0.560
O -10.865 15.712 12.341 -0.42 0.13 -0.39 0.113
O -9.364 15.993 13.992 0.76 -0.58 1.01 -0.014
C -9.705 17.389 14.162 -1.31 0.23 -2.37 -0.051
H -9.486 12.241 11.591 0.73 -0.18 1.86 0.090
H -8.974 13.686 10.911 -0.66 0.20 -0.70 0.098
H -10.713 13.324 11.419 -0.01 0.93 -0.16 0.085
H -9.193 18.023 14.886 0.41 -1.27 0.44 0.093
H -10.786 17.510 14.234 -0.04 -0.21 0.53 0.068
H -9.510 17.835 13.186 0.22 0.27 -0.07 0.096
C -11.669 15.235 8.248 -0.96 -0.34 1.33 -0.031
O -12.537 14.274 7.584 -1.05 1.53 0.28 -0.035
C -13.887 14.356 7.921 0.74 0.19 2.55 -0.541
O -14.404 14.933 8.906 1.62 -1.39 -3.43 0.066
O -14.440 13.525 7.057 -0.71 -0.85 -0.39 -0.017
C -15.877 13.351 6.999 0.63 1.63 -0.95 -0.003
H -10.682 15.333 7.797 -0.40 -0.49 -0.37 0.093
H -11.600 14.866 9.271 0.51 0.16 0.11 0.078
H -12.135 16.215 8.350 -0.11 -0.02 -0.41 0.092
H -16.140 13.179 5.956 0.45 -0.48 -0.05 0.092
H -16.214 14.380 7.123 -0.98 -0.43 0.99 0.102
H -16.273 12.527 7.593 0.25 0.50 0.41 0.073
```
Positions in Å, forces in eV/Å.

- Calculated total energy: -728553.2919 eV
- Spin multiplicity: 1



[3]
C45H56GeN2OPTi as an isolated structure in a non-equilibrium geometry, computed with ωB97M-V/def2-TZVPD.

Structure (XYZ):
```
107
Properties=species:S:1:pos:R:3:forces:R:3:lowdin_charge:R:1
Ti -0.411 -0.163 0.598 -0.06 -1.13 0.09 0.539
C -1.413 -1.709 5.523 0.03 -0.10 0.05 -0.105
C -1.278 -1.749 4.001 -0.13 -0.16 0.06 -0.535
C -0.707 -3.097 3.549 0.00 -0.08 0.02 -0.114
P -0.327 -0.394 3.169 0.47 0.10 0.10 1.049
C -0.459 1.046 4.315 -0.17 0.11 0.09 -0.541
C 0.511 2.147 3.892 0.07 0.03 -0.05 -0.100
C -1.886 1.591 4.400 -0.06 0.03 -0.01 -0.110
C 1.422 -0.843 3.377 -0.22 0.04 0.29 -0.309
C 2.021 -1.103 4.610 -0.14 0.05 0.07 -0.062
C 3.358 -1.436 4.735 0.00 -0.01 -0.03 -0.287
C 3.985 -1.729 6.074 -0.02 0.02 0.02 -0.060
C 4.095 -1.495 3.552 0.10 -0.02 -0.08 -0.037
C 3.537 -1.222 2.318 0.13 -0.03 0.12 -0.003
C 2.178 -0.874 2.198 -0.27 0.15 -0.72 -0.298
N 1.569 -0.552 0.978 0.72 -0.29 0.27 -0.123
C 2.457 -0.683 -0.140 -0.09 0.15 0.21 -0.271
C 3.266 0.383 -0.542 0.13 0.12 -0.10 -0.210
C 3.222 1.728 0.137 -0.03 0.00 0.02 -0.036
C 4.180 0.196 -1.579 -0.05 0.05 0.01 -0.025
C 4.319 -1.020 -2.226 -0.04 -0.03 -0.04 -0.285
C 5.271 -1.183 -3.382 0.00 -0.01 0.02 -0.051
C 3.511 -2.074 -1.804 -0.04 -0.01 -0.04 -0.020
C 2.590 -1.925 -0.776 0.00 -0.13 -0.08 -0.226
C 1.779 -3.106 -0.317 -0.04 0.01 -0.03 -0.035
H -2.093 -2.500 5.851 0.02 0.00 -0.02 0.082
H -1.810 -0.766 5.894 -0.02 0.03 -0.03 0.059
H -0.457 -1.888 6.016 0.00 0.00 -0.04 0.068
H -2.284 -1.668 3.575 -0.04 0.06 0.02 0.084
H 0.222 -3.323 4.076 -0.04 0.03 0.01 0.081
H -0.461 -3.111 2.485 0.02 0.04 -0.01 0.052
H -1.422 -3.899 3.754 0.03 -0.01 0.01 0.083
H -0.155 0.683 5.301 -0.02 0.04 0.07 0.096
H 0.413 2.381 2.827 -0.08 -0.03 0.00 0.054
H 1.548 1.861 4.066 -0.01 -0.01 0.00 0.077
H 0.303 3.064 4.450 0.04 -0.02 0.02 0.082
H -2.143 2.150 3.496 0.03 -0.05 -0.03 0.065
H -1.981 2.283 5.241 0.04 -0.01 -0.01 0.084
H -2.638 0.811 4.536 0.02 -0.03 -0.01 0.060
H 1.425 -1.032 5.515 0.00 0.00 -0.02 0.096
H 3.295 -1.502 6.887 -0.01 0.00 -0.02 0.070
H 4.888 -1.137 6.234 0.00 0.01 -0.03 0.076
H 4.268 -2.780 6.170 -0.01 -0.01 -0.04 0.077
H 5.149 -1.757 3.599 -0.02 0.01 0.00 0.114
H 4.156 -1.270 1.431 0.01 -0.01 0.05 0.115
H 2.494 1.748 0.946 0.00 -0.03 -0.01 0.054
H 2.970 2.512 -0.584 0.00 -0.02 0.01 0.081
H 4.196 1.980 0.561 0.01 -0.03 -0.02 0.086
H 4.796 1.036 -1.889 -0.01 -0.02 0.02 0.123
H 6.090 -0.465 -3.325 -0.02 0.00 0.01 0.074
H 4.761 -1.023 -4.336 -0.02 0.00 0.02 0.077
H 5.699 -2.186 -3.409 -0.02 0.00 0.02 0.075
H 3.599 -3.041 -2.291 0.01 0.02 0.01 0.119
H 1.889 -3.939 -1.012 0.04 -0.01 0.02 0.081
H 0.715 -2.866 -0.255 0.02 0.06 -0.02 0.046
H 2.096 -3.437 0.676 0.00 0.02 0.02 0.084
C -0.198 -2.004 -3.019 0.06 -0.16 -0.12 -0.252
Ge -0.675 -0.308 -2.108 0.00 0.23 -0.38 0.898
C 0.281 1.059 -3.198 -0.05 0.21 -0.19 -0.343
C -0.282 2.323 -3.422 -0.04 -0.04 -0.02 -0.149
C 0.384 3.312 -4.135 0.07 -0.11 0.00 -0.102
C 1.653 3.060 -4.649 -0.04 -0.05 0.05 -0.106
C 2.232 1.815 -4.444 -0.07 -0.03 0.06 -0.092
C 1.549 0.830 -3.733 0.07 0.08 0.05 -0.114
C -2.571 -0.071 -2.779 -0.24 -0.05 -0.03 -0.235
C -3.542 -0.017 -1.811 -0.16 0.05 0.19 -0.152
C -4.933 0.088 -2.078 0.29 0.00 0.04 -0.087
C -5.359 0.144 -3.366 0.04 -0.01 -0.17 -0.048
C -4.416 0.089 -4.431 -0.20 0.00 0.03 -0.168
C -4.857 0.141 -5.780 0.03 -0.01 0.12 -0.049
C -3.967 0.077 -6.809 0.20 -0.03 -0.01 -0.087
C -2.583 -0.045 -6.534 -0.16 0.02 -0.08 -0.074
C -2.135 -0.096 -5.247 0.03 0.05 0.14 -0.041
C -3.032 -0.023 -4.144 0.24 -0.06 0.01 -0.158
H -0.634 -2.053 -4.019 0.05 -0.06 0.07 0.005
H -0.579 -2.846 -2.436 0.02 -0.02 -0.04 0.003
H 0.885 -2.117 -3.106 -0.03 -0.01 0.04 -0.002
H -1.284 2.534 -3.050 0.03 -0.03 0.00 0.098
H -0.086 4.274 -4.305 -0.01 -0.01 0.01 0.096
H 2.177 3.824 -5.208 0.00 -0.01 0.00 0.094
H 3.219 1.607 -4.842 -0.01 -0.01 0.00 0.096
H 2.024 -0.134 -3.583 0.03 0.00 0.00 0.083
H -3.226 -0.016 -0.771 -0.03 -0.07 -0.15 0.024
H -5.646 0.133 -1.261 0.00 -0.01 -0.01 0.091
H -6.413 0.228 -3.603 0.02 0.00 -0.02 0.107
H -5.920 0.229 -5.974 0.01 0.00 0.01 0.107
H -4.314 0.117 -7.834 0.02 0.00 0.00 0.099
H -1.873 -0.097 -7.350 -0.03 0.00 -0.01 0.102
H -1.073 -0.183 -5.053 -0.06 0.06 0.03 0.089
O -1.773 -2.139 0.430 -0.11 0.24 0.11 -0.107
H -1.881 -2.968 0.912 0.02 0.14 0.07 0.068
H -2.623 -1.937 0.013 0.15 -0.13 -0.20 0.055
C -0.037 3.018 -0.140 0.16 0.12 -0.06 -0.025
C -1.426 2.698 0.231 -0.28 0.33 -0.07 -0.273
C -2.573 3.599 0.199 1.03 -0.07 -0.23 0.002
C -3.609 2.902 0.684 -0.26 -1.00 0.35 -0.003
C -3.087 1.574 1.019 -0.21 0.57 0.03 -0.319
C -3.876 0.479 1.616 -0.14 -0.09 0.07 -0.023
N -1.772 1.480 0.726 -0.77 1.21 -0.06 -0.016
H 0.004 3.700 -0.989 -0.03 0.02 0.05 0.091
H 0.535 2.129 -0.416 -0.05 -0.08 0.01 0.045
H 0.467 3.498 0.707 0.02 0.00 -0.02 0.097
H -2.555 4.617 -0.158 0.04 -0.02 0.00 0.116
H -4.634 3.217 0.804 0.01 -0.05 0.03 0.115
H -4.444 0.852 2.470 0.02 -0.03 0.02 0.096
H -3.235 -0.341 1.938 0.05 -0.01 0.01 0.051
H -4.606 0.099 0.894 0.01 0.00 0.04 0.080
```
Positions in Å, forces in eV/Å.

- Energy relative to the best compared isomer or geometry (same formula, charge and spin): 0.0 kcal per mole
- Spin multiplicity: 4